i:
The following is a quantum chemistry calculation of a cluster of 2 separate species, C2H8N2S2 in total, from the OMol25 dataset.

XYZ file:
```
14
Properties=species:S:1:pos:R:3:lowdin_charge:R:1
H -1.9952 -3.9761 0.4435 0.0228
N -1.5061 -3.8875 1.2880 0.0525
C -0.2677 -3.7413 1.3802 -0.3382
N 0.4685 -4.4884 2.4104 0.0359
H 0.1813 -3.0279 0.6781 0.1065
H -0.2616 -5.0097 2.7890 0.0308
H 1.1896 -4.9913 1.8497 0.0898
C -0.6827 3.9960 -1.7871 -0.3790
S 0.4136 5.1521 -0.6462 0.3274
S 2.1863 3.8998 -0.7839 0.2841
H -0.1823 4.0030 -2.7029 -0.0069
H -1.5546 4.5325 -1.9267 -0.0148
H -0.8334 3.0852 -1.2148 0.0282
H 2.8445 4.4534 -1.7772 -0.2390
```

- net charge = 0
- HOMO level (Ha) = -0.3292
- orbital gap (eV) = 9.166

---

ii:
The following is a quantum chemistry calculation of a cluster of 2 separate species, C2H8N2S2 in total, from the OMol25 dataset.

XYZ file:
```
14
Properties=species:S:1:pos:R:3:lowdin_charge:R:1
H -1.1353 0.1557 1.3941 0.0288
N -1.6120 -0.7017 1.6969 0.0333
C -1.9492 -1.4690 0.7391 -0.3973
N -2.2481 -2.7690 1.0336 0.0628
H -1.9812 -1.0574 -0.2609 0.1055
H -2.2728 -3.0344 2.0024 0.0878
H -2.3018 -3.5275 0.3750 0.0830
C 2.1436 2.6888 -0.8154 -0.5433
S 2.9927 1.1405 -1.2163 0.3705
S 1.2713 0.1732 -1.9199 0.2957
H 1.4136 3.0782 -1.5614 0.0411
H 2.8459 3.5109 -0.6619 0.0231
H 1.7592 2.6060 0.2188 0.0302
H 1.0740 -0.7944 -1.0242 -0.2211
```

- net charge = 0
- HOMO level (Ha) = -0.3290
- orbital gap (eV) = 9.304

---

Which of them is the least stable? Correct choice: i.

---

i:
The following is a quantum chemistry calculation of a structure of composition CH24F3Na2O15S, from the OMol25 dataset.

XYZ file:
```
46
Properties=species:S:1:pos:R:3:lowdin_charge:R:1
Na 8.4790 -7.4375 0.9128 0.7683
Na 11.9780 -4.6483 0.4216 0.7296
C 7.9226 -3.4683 -0.7463 -0.6210
F 7.8143 -2.5281 -1.6790 0.1606
F 8.6037 -2.9324 0.2556 0.1453
F 6.7362 -3.9070 -0.3772 0.1536
S 8.9905 -4.8396 -1.5460 0.6196
O 8.6717 -6.0141 -0.7407 -0.3562
O 8.6232 -4.9246 -2.9414 -0.3151
O 10.4025 -4.4808 -1.4166 -0.3314
O 9.2892 -5.6418 -5.3936 -0.0693
H 9.1665 -4.7191 -5.6335 0.0245
H 8.9309 -5.7127 -4.4898 -0.0179
O 10.2584 -1.2923 2.3919 -0.0482
H 10.4988 -0.5963 3.0149 0.0567
H 9.2964 -1.2568 2.3526 0.0399
O 10.2268 -4.2429 2.1747 -0.0515
H 9.4010 -3.7667 2.2994 0.0398
H 10.7593 -4.0054 2.9438 0.0659
O 11.2892 -7.5528 -0.3486 -0.0429
H 11.1495 -7.1556 -1.2192 0.0457
H 11.7735 -8.3678 -0.5299 0.0675
O 6.0564 -5.7377 -2.6527 -0.0496
H 5.4146 -5.6719 -3.3677 0.0699
H 6.9048 -5.8534 -3.0976 0.0291
O 10.2539 -0.9566 -1.4529 -0.0525
H 10.6859 -0.7191 -0.6258 0.0353
H 10.9772 -1.0426 -2.0911 0.0355
O 9.3864 -0.5861 -4.3154 -0.0524
H 8.6654 -0.0712 -4.6908 0.0419
H 9.0243 -0.9586 -3.5047 -0.0034
O 7.1390 -3.5948 -4.8565 -0.0414
H 7.6705 -3.6956 -4.0501 -0.0066
H 6.2293 -3.5600 -4.5497 0.0276
O 5.4925 -6.6931 0.1282 -0.0464
H 5.1925 -5.8557 0.5087 0.0115
H 6.1925 -6.4410 -0.4869 -0.0206
O 12.1178 -3.1167 -2.9168 -0.0552
H 12.5543 -3.6373 -3.5995 0.0505
H 11.3695 -3.6539 -2.6403 -0.0307
O 4.2851 -3.7409 -1.9328 -0.0524
H 5.1828 -4.0988 -1.9106 -0.0222
H 4.0377 -3.7583 -2.8616 0.0380
O 4.9544 -3.9042 1.6909 -0.0409
H 5.6670 -3.2922 1.4958 0.0219
H 4.3154 -3.7659 0.9781 0.0501
```

- net charge = +1
- HOMO level (Ha) = -0.4595
- orbital gap (eV) = 8.500

---

ii:
The following is a quantum chemistry calculation of a structure of composition CH24F3Na2O15S, from the OMol25 dataset.

XYZ file:
```
46
Properties=species:S:1:pos:R:3:lowdin_charge:R:1
Na -10.2804 -15.9829 15.6306 0.4691
Na -10.0815 -16.5244 11.9435 0.6058
C -12.7202 -14.2289 12.9659 -0.2833
F -12.7780 -14.4071 11.6221 -0.0291
F -12.1855 -13.0083 13.3043 0.0464
F -14.0274 -14.4030 13.4652 0.1175
S -11.6428 -15.7347 13.6714 0.8464
O -11.8444 -15.6198 15.1471 -0.2832
O -12.2076 -16.9440 13.1110 -0.1860
O -10.2298 -15.4293 13.2650 -0.4254
O -14.1583 -17.2274 13.4535 -0.0121
H -14.2640 -18.1770 13.3956 0.0557
H -13.2410 -17.0738 13.2272 -0.3016
O -9.7720 -14.1939 15.0848 -0.0870
H -10.6730 -13.8880 15.1885 -0.0859
H -9.2747 -13.7016 15.7379 0.1398
O -13.4599 -12.6625 10.9099 -0.0168
H -14.3141 -12.2646 10.7414 0.0771
H -13.6437 -13.5979 10.9962 -0.0202
O -12.6495 -14.6548 9.7534 -0.0265
H -12.4339 -14.5156 8.8312 0.0834
H -12.1494 -13.9856 10.2204 0.0458
O -11.4833 -12.9231 15.4497 0.0336
H -11.9972 -12.4984 14.7628 0.0047
H -11.2896 -12.2225 16.0725 0.1246
O -15.8296 -15.0713 13.2222 -0.0211
H -14.9443 -14.8432 12.9387 -0.1461
H -16.3990 -14.4792 12.7308 0.0401
O -9.8422 -12.0282 12.2868 -0.0304
H -9.1042 -12.3163 11.7496 0.0408
H -10.2660 -12.8394 12.5673 -0.0157
O -8.4116 -13.8739 13.3744 -0.0540
H -8.9444 -14.2506 14.0747 -0.1159
H -8.6401 -14.3846 12.5978 0.0115
O -14.3607 -15.5462 15.6707 -0.0409
H -13.4656 -15.6454 15.3464 -0.0522
H -14.4909 -14.5998 15.7304 0.0348
O -11.9459 -17.0891 10.7358 -0.0129
H -11.4077 -17.5663 10.1043 0.0759
H -11.8942 -17.6100 11.5372 0.0259
O -10.0716 -17.1820 14.4235 -0.0534
H -9.3246 -17.1920 13.8251 0.1196
H -10.4137 -18.0756 14.3952 0.1435
O -12.5007 -11.0693 14.1502 0.0062
H -13.4342 -11.1247 14.3544 0.0859
H -12.4544 -11.1971 13.2027 0.0656
```

- net charge = +1
- HOMO level (Ha) = -0.4422
- orbital gap (eV) = 7.405

---

Which of them is the least stable? Correct choice: ii.

---

i:
The following is a quantum chemistry calculation of the molecule C6H12S2, from the OMol25 dataset.

XYZ file:
```
20
Properties=species:S:1:pos:R:3:lowdin_charge:R:1
C 1.1013 0.1035 2.7758 -0.4075
S 0.6610 1.0972 1.3151 0.8443
C -0.1956 -0.0798 0.2880 -0.6466
C 0.3948 -0.6787 -1.0224 -0.3501
C 1.4524 0.1624 -1.7089 -0.0945
C -1.0665 -0.5512 -1.5772 -0.1605
C -1.3803 0.4553 -0.4784 -0.7251
S -3.0375 0.4152 0.2636 0.7254
H 0.1634 -0.2354 3.2833 0.0453
H 1.7294 -0.7705 2.4767 0.0478
H 1.6387 0.7367 3.4820 0.0237
H -0.5245 -0.9160 0.9289 0.1127
H 0.7463 -1.7501 -0.9047 0.1476
H 1.5460 -0.2865 -2.7185 0.0859
H 2.3912 0.1039 -1.1326 0.0753
H 1.1871 1.2352 -1.7885 0.0858
H -1.5968 -1.5086 -1.3916 0.1152
H -1.2367 -0.2482 -2.6289 0.1199
H -1.2250 1.4696 -0.7726 0.0829
H -2.7485 1.2460 1.3110 -0.1274
```

- net charge = 0
- HOMO level (Ha) = -0.3146
- orbital gap (eV) = 9.369

---

ii:
The following is a quantum chemistry calculation of the molecule C6H12S2, from the OMol25 dataset.

XYZ file:
```
20
Properties=species:S:1:pos:R:3:lowdin_charge:R:1
C -0.1233 0.5766 0.3048 -0.4987
C -0.7727 0.5965 -0.9735 -0.1417
C 1.3924 0.2789 0.0174 -0.9446
C -0.3991 1.7935 1.2807 -0.0724
C -0.9906 -0.6877 -1.5929 -0.1357
C 1.3433 -2.1662 0.9321 -0.3776
S 2.4335 1.5081 -0.6323 0.6758
S 1.9162 -1.2749 -0.4736 0.8461
H -0.5072 -0.2480 1.0296 0.1429
H -0.6023 1.3729 -1.6735 0.1022
H 0.2196 2.6265 0.9529 0.0445
H -0.0509 1.5423 2.3299 0.0882
H -1.5038 2.0608 1.2626 0.0950
H -1.3529 -0.3950 -2.5783 0.0801
H -1.7537 -1.3654 -1.1554 0.0985
H -0.0226 -1.1561 -1.5765 -0.0046
H 1.4357 -1.5305 1.7318 0.0143
H 1.6895 -3.1377 1.1185 0.0345
H 0.2854 -2.2775 0.9064 0.0268
H 3.0329 0.9154 -1.8214 -0.0736
```

- net charge = 0
- HOMO level (spin up / spin down) (Ha) = -0.2770 / -0.2679
- orbital gap (spin up / spin down) (eV) = 7.434 / 7.738

---

Which of them is the least stable? Correct choice: ii.

---

i:
The following is a quantum chemistry calculation of a structure of composition C24H25N2O2RuS2, from the OMol25 dataset.

XYZ file:
```
56
Properties=species:S:1:pos:R:3:lowdin_charge:R:1
Ru 0.0150 -0.2806 -0.0077 0.7695
C -2.0761 -1.3264 4.1156 -0.1373
C -1.5286 -1.2642 2.7065 -0.7871
S -0.6271 0.1373 2.2737 0.6198
C -1.7318 -2.2548 1.8142 -0.7670
C -2.4785 -3.5241 2.1291 -0.1283
S -1.1505 -2.0918 0.1908 0.6860
H -1.8085 -0.4276 4.6673 0.0503
H -1.6824 -2.1891 4.6561 0.0786
H -3.1644 -1.4096 4.1076 0.0786
H -2.8848 -3.4924 3.1372 0.0589
H -1.8244 -4.3964 2.0596 0.0743
H -3.3061 -3.6832 1.4356 0.0708
C -0.7726 -0.8104 -4.2726 -0.0872
C 0.5155 -0.8497 -4.8052 -0.0978
C 1.5968 -0.7200 -3.9626 -0.0457
C 1.3933 -0.5635 -2.5832 -0.2023
C 0.1083 -0.5492 -2.0217 -0.2687
C -0.9708 -0.6612 -2.9098 -0.1186
C 2.4799 -0.3876 -1.6322 -0.2070
C 3.8428 -0.2842 -2.0395 0.0109
C 4.8139 -0.0504 -1.1314 -0.0005
C 4.4814 0.0466 0.2425 -0.1665
C 5.4562 0.2867 1.2399 -0.0386
C 5.1067 0.3460 2.5548 -0.0826
C 3.7601 0.1357 2.9213 -0.0649
C 2.7981 -0.0941 1.9793 -0.0502
C 3.1259 -0.1118 0.6019 -0.2010
N 2.1388 -0.2849 -0.3563 0.0376
H -1.6275 -0.9021 -4.9311 0.0998
H 0.6667 -0.9766 -5.8687 0.0974
H 2.5916 -0.7476 -4.3863 0.0945
H -1.9837 -0.6357 -2.5259 0.0879
H 4.0848 -0.3688 -3.0869 0.1031
H 5.8492 0.0510 -1.4351 0.1221
H 6.4876 0.4145 0.9348 0.1137
H 5.8568 0.5261 3.3130 0.1039
H 3.4793 0.1410 3.9666 0.1089
H 1.7766 -0.2959 2.2737 0.0168
O -0.8484 3.8480 -0.0282 0.1568
C -0.1228 2.7575 0.0697 -0.4727
O -0.4701 1.7341 -0.5051 -0.0407
C 1.1364 2.9013 0.8834 -0.2595
N 1.0580 4.1030 1.7252 -0.0126
C 2.3350 4.8478 1.6093 -0.1766
C 3.2945 3.8878 0.9149 -0.1544
C 2.3557 3.1386 -0.0253 -0.1000
H 1.2590 1.9843 1.4625 0.0943
H 0.8683 3.8435 2.6847 0.1285
H -0.4238 4.4735 0.6142 0.1189
H 2.6734 5.1835 2.5881 0.1162
H 2.1786 5.7332 0.9893 0.1128
H 3.7326 3.1852 1.6296 0.1105
H 4.1000 4.4021 0.3926 0.1152
H 2.7603 2.2124 -0.4162 0.0961
H 2.0772 3.7728 -0.8714 0.1354
```

- multiplicity = 2
- net charge = 0
- <S²> = 0.777
- HOMO level (spin up / spin down) (Ha) = -0.2588 / -0.2574
- orbital gap (spin up / spin down) (eV) = 6.692 / 6.362

---

ii:
The following is a quantum chemistry calculation of a structure of composition C24H25N2O2RuS2, from the OMol25 dataset.

XYZ file:
```
56
Properties=species:S:1:pos:R:3:lowdin_charge:R:1
Ru 0.6361 -0.4824 0.7675 0.6390
C 4.4307 -2.1442 -1.3423 -0.1364
C 3.0495 -1.9042 -0.7915 -0.7847
S 2.7346 -0.3517 -0.1012 0.6161
C 2.0575 -2.8238 -0.8308 -0.7548
C 2.1868 -4.2086 -1.3991 -0.1257
S 0.4889 -2.3773 -0.2463 0.6784
H 5.0653 -1.2777 -1.1630 0.0523
H 4.4047 -2.3283 -2.4190 0.0777
H 4.9025 -3.0086 -0.8697 0.0774
H 3.1863 -4.3769 -1.7994 0.0633
H 1.4712 -4.3745 -2.2079 0.0697
H 1.9953 -4.9660 -0.6362 0.0726
C 2.4335 -2.5727 4.0965 -0.0855
C 1.5075 -2.3199 5.1059 -0.0967
C 0.3579 -1.6137 4.8084 -0.0484
C 0.1409 -1.1563 3.5068 -0.1944
C 1.0833 -1.3757 2.4812 -0.2636
C 2.2262 -2.1086 2.8079 -0.1105
C -1.1101 -0.5068 3.0971 -0.1978
C -2.0988 -0.0358 4.0018 0.0078
C -3.2353 0.5306 3.5249 -0.0001
C -3.4585 0.6008 2.1283 -0.1558
C -4.6468 1.1095 1.5600 -0.0361
C -4.8304 1.0914 0.2060 -0.0839
C -3.8337 0.5505 -0.6326 -0.0704
C -2.6630 0.0722 -0.1117 -0.0239
C -2.4452 0.1086 1.2821 -0.1895
N -1.2706 -0.3795 1.7848 0.0363
H 3.3296 -3.1387 4.3229 0.1005
H 1.6779 -2.6880 6.1091 0.0969
H -0.3784 -1.4426 5.5841 0.0973
H 2.9602 -2.3168 2.0396 0.0771
H -1.9212 -0.1116 5.0641 0.1053
H -3.9876 0.9200 4.2009 0.1195
H -5.4150 1.4985 2.2179 0.1130
H -5.7481 1.4702 -0.2244 0.1013
H -4.0105 0.4919 -1.6999 0.1042
H -1.8967 -0.3729 -0.7326 0.0799
O 0.1547 1.4322 -0.4407 -0.0255
C -0.1652 1.5141 -1.6086 -0.5101
O -0.2733 0.4705 -2.4006 0.1179
C -0.4203 2.8570 -2.2765 -0.2234
N -1.0783 2.6536 -3.5730 -0.0330
C -0.3888 3.4597 -4.5906 -0.1942
C 1.0576 3.4001 -4.1234 -0.1615
C 0.9262 3.5483 -2.6055 -0.1036
H -1.0014 3.4579 -1.5749 0.1573
H -2.0747 2.8201 -3.5349 0.1263
H -0.6154 0.8477 -3.2502 0.1193
H -0.7417 4.4975 -4.6012 0.1171
H -0.5438 3.0339 -5.5811 0.1142
H 1.6736 4.1814 -4.5648 0.1130
H 1.4952 2.4345 -4.3826 0.1178
H 0.8649 4.6009 -2.3296 0.1180
H 1.7545 3.1100 -2.0519 0.1226
```

- multiplicity = 2
- net charge = 0
- <S²> = 0.764
- HOMO level (spin up / spin down) (Ha) = -0.2230 / -0.2406
- orbital gap (spin up / spin down) (eV) = 5.922 / 6.316

---

Which of them is the least stable? Correct choice: i.